This record from OMol25 describes a molecular structure, C44H43CaF4N3OS2Sb. The level of theory is wB97M-V/def2-TZVPD.

Computed properties:
- Kohn-Sham gap (eV) = 5.980
- maximum force (eV Å⁻¹) = 0.4
- E_HOMO (eV) = -3.9604

The geometry in ORCA input format:
```
! wB97M-V def2-TZVPD RIJCOSX def2/J DEFGRID3
* xyz -1 1
H 2.59173 1.71647 -5.13794
H 3.00122 -3.88460 5.20403
C 2.28651 -3.12480 4.92078
C -4.07262 1.65765 0.92276
C -0.89534 4.20636 -1.44667
H -1.54530 -6.36979 2.99673
C 3.22612 1.15913 -2.49064
O -2.84888 1.63031 0.88762
H 3.95871 1.95477 -2.35245
C 0.96488 -1.96681 3.25937
C 0.83711 -1.30379 5.58283
C 3.34870 -1.89629 0.74247
H -3.42909 -2.18134 -2.06378
H -4.20831 0.12070 2.19187
H -3.81927 3.19407 -1.50782
H 2.60667 2.50387 6.97674
C 2.08433 -2.03524 0.17591
H -2.29710 -2.07133 -0.71008
N -4.78843 2.61268 0.28865
C -1.03801 -1.36007 -3.40975
C -1.27737 -5.79106 2.12417
H -1.72125 6.59065 -3.66827
H 1.28101 2.85694 -4.81311
C -0.33795 0.75076 -2.46811
S 1.98407 1.15573 1.51770
H -1.25462 -6.09444 -1.24475
C 1.99508 -2.37632 -1.16870
F 5.47969 -2.77504 -2.04712
H 1.03806 -2.39499 -1.67126
H -0.36625 -3.80739 -1.04476
C -1.28318 -0.28385 -2.56295
H -3.91448 -1.38202 -0.57461
H -3.90425 -0.08063 -3.48260
N -4.78147 0.68862 1.58416
C -1.19739 5.45490 -1.91470
C -1.43399 4.49222 -4.08713
H 0.46204 -0.65377 6.35981
H 0.30222 -2.26529 -4.82118
H -1.63867 4.59287 -5.14618
C 3.54577 1.82438 5.16268
C 1.93231 1.73204 -3.06770
Sb 0.27210 -1.68032 1.26611
H -3.22147 3.94319 -0.02059
F 2.15558 -2.44318 7.17049
C 2.19369 2.42207 -4.40676
H -0.26796 -0.37158 4.01152
H -1.08611 2.38573 -4.25489
H -4.57489 0.62573 -2.00664
C 1.75521 -2.28586 5.88188
H -0.64425 -4.07816 3.21874
C -0.61157 -4.34827 -0.14240
C 3.12961 -2.63215 -1.92731
C -1.12365 3.23712 -3.58666
H 5.48144 -2.03784 0.43458
H 1.56634 2.48222 -2.36185
H -1.19589 6.28735 -1.22411
C -3.07657 -1.53747 -1.25595
Ca -0.52265 1.76884 0.75003
C 4.35899 -2.52894 -1.31611
C -1.43396 -6.33337 0.86783
H 3.05485 0.69508 -1.51973
S -0.68391 2.11433 3.43048
C 2.07927 1.60157 3.22926
H -4.78302 4.44601 -0.68467
C 0.98228 2.02265 4.01338
F -1.92674 -7.59593 0.75158
F -0.60919 4.07191 -0.09181
H -3.33041 1.49080 -2.92140
C -0.77012 -4.50192 2.23037
H 1.99402 -0.48193 -4.59687
C 1.21852 2.34242 5.35625
H 3.06243 -2.87554 -2.97893
H -2.37407 0.44218 -0.90375
H -5.69211 0.92429 1.94368
C 1.87736 -2.96043 3.60569
H 0.37271 2.67014 5.94796
H 4.53460 1.73352 5.59253
C 4.49579 -2.15137 0.00543
C 3.33817 1.51245 3.83230
C -1.11222 -5.63572 -0.27655
H -1.76728 -2.15644 -3.48625
H 3.44947 -1.54678 1.76054
C -4.11656 3.59815 -0.53829
C 0.86546 0.66322 -3.18998
C -2.57475 -0.19316 -1.77279
C -1.48344 5.61518 -3.26982
C 2.47115 2.24884 5.93356
H 4.16633 1.18119 3.21825
C -3.66114 0.50746 -2.59392
C -0.41627 -3.75792 1.10658
H 3.65990 0.41177 -3.15729
H 2.92622 3.22053 -4.28276
C 1.07107 -0.42076 -4.03394
H 2.27613 -3.62459 2.84858
N -0.57639 1.83991 -1.61050
C 0.44403 -1.15053 4.25927
H -5.76618 2.43350 0.12179
C -0.85001 3.02233 -2.21411
C 0.12708 -1.42787 -4.15804
*
```